[1]
The following is a quantum chemistry calculation of 2 unconnected molecules or ions with the total composition C32H33BF6N2O2S at a distorted geometry, from OMol25.

Cartesian coordinates (Å):
H1 -9.567 -2.422 5.681
H2 -6.625 -1.931 6.988
C1 -9.019 -2.001 4.833
F1 -0.513 -3.460 -1.053
F2 -1.720 2.720 -1.961
C2 -1.101 -0.701 -1.064
H3 -4.581 -1.598 -5.286
O1 -1.104 2.607 2.882
C3 -7.582 -1.428 6.776
H4 -4.192 2.579 -0.185
C4 -0.998 1.285 0.327
H5 -3.354 -1.828 -4.001
C5 -4.312 1.557 -0.552
H6 -5.037 -2.398 -3.762
C6 4.117 -0.766 4.528
C7 -0.962 0.492 1.456
H7 -6.357 -0.549 1.160
H8 -5.714 0.166 6.035
H9 -4.216 -1.653 0.600
C8 2.899 1.465 4.127
H10 -1.142 -1.505 2.239
C9 -1.270 -2.957 -0.032
C10 -4.299 -0.832 -0.107
H11 -0.985 2.370 0.408
H12 -3.255 1.393 2.157
H13 -5.925 1.319 -4.422
H14 3.854 -1.421 5.366
H15 -1.136 -1.160 -2.044
F3 -1.777 0.898 -3.188
H16 -5.120 0.287 -5.636
O2 -1.455 0.594 4.065
C11 -6.935 -0.787 4.497
F4 -2.576 -3.332 -0.294
H17 -4.884 2.129 -2.545
C12 -6.178 -0.441 2.226
N1 -4.788 -0.298 -3.687
S1 1.462 -0.598 3.593
C13 -1.067 0.680 -0.928
C14 -4.418 -1.604 -4.204
H18 4.949 -0.126 4.831
H19 -8.022 -1.399 2.693
C15 -4.979 0.191 2.688
H20 -2.565 3.372 4.117
C16 -4.175 0.493 0.378
C17 0.771 0.967 3.296
H21 3.722 2.100 4.450
F5 -0.913 -3.610 1.108
H22 -8.400 -2.011 7.212
C18 -5.010 0.757 -4.656
H23 -7.559 -0.433 7.243
C19 -4.668 1.305 -1.863
H24 -4.160 1.456 -4.689
C20 -4.011 0.701 1.790
H25 -9.664 -1.284 4.298
C21 1.625 1.968 3.680
H26 -3.966 0.934 4.433
C22 -4.688 -0.030 -2.354
C23 -1.088 1.521 -2.168
C24 -7.134 -0.910 3.095
B1 -0.817 1.188 2.910
H27 -4.697 -2.125 -1.767
C25 -5.806 -0.051 4.971
C26 -1.143 -1.468 0.094
N2 -7.830 -1.346 5.350
H28 -2.494 1.538 5.567
C27 -1.091 -0.878 1.353
C28 -4.851 0.401 4.090
C29 -1.549 1.661 5.022
H29 1.404 3.033 3.647
C30 -4.551 -1.099 -1.432
C31 -1.540 2.964 4.191
H30 -0.707 1.632 5.735
H31 -0.869 3.723 4.627
C32 2.971 0.086 4.132
F6 0.155 1.801 -2.648
H32 4.435 -1.392 3.685
H33 -8.751 -2.806 4.131

Calculated values
Electronic energy: -68611.8854 eV
Charge: 0
Relative energy (zero: lowest compared OMol25 entry of this formula, charge and spin): 47.2 kJ/mol
Max |F|: 2.71 eV Å⁻¹
Orbital gap: 4.661 eV

[2]
The following is a quantum chemistry calculation of a molecular structure, C11H9AuCl5NS, from OMol25.

Cartesian coordinates (Å):
C1 -2.588 -0.001 -4.153
H1 1.283 -3.994 -0.098
H2 -1.147 -2.438 -1.162
C2 0.452 -2.023 0.277
Cl1 -2.616 0.681 1.189
N1 -1.618 -0.213 -3.522
S1 -3.908 0.273 -5.054
H3 -0.322 -4.031 0.636
H4 1.685 -0.235 0.163
Cl2 2.265 4.372 0.779
C3 -0.458 1.527 -0.111
Au1 -0.822 0.125 -1.610
H5 2.277 -1.449 1.308
C4 0.623 2.404 -0.141
C5 0.924 3.370 0.915
Cl3 1.671 2.385 -1.464
H6 1.089 -3.620 1.619
C6 -1.251 1.665 1.020
Cl4 0.438 4.580 3.287
C7 1.797 -1.307 0.338
C8 -0.994 2.618 2.096
C9 -0.202 -1.900 -1.081
H7 0.460 -2.160 -1.909
Cl5 -2.032 2.692 3.416
H8 2.470 -1.698 -0.430
C10 0.105 3.464 2.033
H9 -0.217 -1.582 1.026
C11 0.633 -3.505 0.632

Calculated values
Expectation value of S²: 2.023
Electronic energy: -90178.4246 eV
Charge: 0
Relative energy (zero: lowest compared OMol25 entry of this formula, charge and spin): 106.1 kJ/mol
2S+1: 3
Max |F|: 0.94 eV Å⁻¹
Orbital gap (alpha / beta): 5.568 / 2.367 eV

[3]
The following is a quantum chemistry calculation of a molecular structure, C17H17AlN3O5, from OMol25.

Cartesian coordinates (Å):
H1 4.201 3.010 -0.226
H2 2.664 -1.959 2.276
N1 -0.752 2.090 -0.703
H3 -1.883 3.502 -0.771
Al1 0.573 -0.404 -0.531
H4 -0.533 -4.064 1.920
H5 -3.443 -0.767 -1.247
C1 -1.600 1.071 -0.902
C2 -3.557 2.625 -0.981
O1 0.867 -2.083 -0.896
H6 3.353 -1.779 -0.795
H7 1.452 -2.347 3.518
C3 2.783 1.433 -0.451
C4 4.056 1.944 -0.343
H8 6.144 1.439 -0.318
H9 -6.834 1.835 -1.243
H10 0.213 -0.478 2.102
H11 2.105 -3.623 2.478
O2 -1.156 -0.156 -0.943
C5 3.589 -0.732 -0.655
C6 4.898 -0.289 -0.565
H12 1.583 3.341 -0.442
H13 -0.919 -2.644 2.903
H14 -5.893 -0.457 -1.377
C7 0.696 -2.375 1.494
H15 5.710 -0.997 -0.636
H16 -5.338 3.792 -1.023
C8 1.798 -2.580 2.509
C9 -5.761 1.691 -1.193
O3 1.586 -4.006 0.007
C10 -4.941 2.786 -1.063
N2 2.555 0.110 -0.589
C11 1.105 -2.916 0.107
O4 -2.827 3.740 -0.874
C12 -0.632 -2.979 1.904
H17 -1.416 -2.711 1.194
C13 -3.880 0.220 -1.183
C14 -3.013 1.322 -1.035
C15 5.132 1.065 -0.397
O5 0.500 -0.902 1.286
C16 -5.236 0.394 -1.260
N3 0.490 1.578 -0.583
C17 1.560 2.257 -0.470

Calculated values
Electronic energy: -39209.4595 eV
Charge: +1
Max |F|: 0.40 eV Å⁻¹
Orbital gap: 6.467 eV

[4]
The following is a quantum chemistry calculation of a gas-phase ion, C3H8N2OS (charge +1) at a distorted geometry, from OMol25.

Cartesian coordinates (Å):
N1 -0.610 1.199 0.697
O1 -1.112 -0.959 1.399
C1 -0.479 0.083 1.600
C2 -0.623 0.824 -0.752
H1 0.753 -0.721 2.872
C3 0.500 -0.356 -1.025
H2 -0.326 1.732 -1.380
H3 -1.668 0.544 -0.928
H4 1.493 0.124 -0.708
H5 0.323 -1.254 -0.419
N2 0.774 0.050 2.215
S1 0.801 -0.741 -2.786
H6 -1.530 1.581 0.852
H7 1.425 -0.141 1.431
H8 0.278 -1.964 -3.069

Calculated values
Expectation value of S²: 0.754
Electronic energy: -19092.9436 eV
Charge: +1
Relative energy (zero: lowest compared OMol25 entry of this formula, charge and spin): 214.5 kJ/mol
2S+1: 2
Max |F|: 4.61 eV Å⁻¹
Orbital gap (alpha / beta): 9.542 / 3.898 eV

[5]
The following is a quantum chemistry calculation of 2 unconnected molecules or ions with the total composition CH7N4 at a distorted geometry, from OMol25.

Cartesian coordinates (Å):
H1 -1.591 -1.532 0.796
H2 1.519 -0.186 0.807
H3 1.968 0.767 -0.483
H4 -0.228 -2.575 0.145
N1 -1.848 0.747 0.253
N2 -0.508 -0.761 -0.624
N3 1.184 0.523 0.128
H5 -1.111 0.764 -1.814
H6 -2.433 1.599 0.230
C1 -1.198 0.535 -0.747
N4 -0.807 -1.670 0.143
H7 0.941 1.375 0.696

Calculated values
Electronic energy: -7101.1217 eV
Charge: +1
Relative energy (zero: lowest compared OMol25 entry of this formula, charge and spin): 166.5 kJ/mol
Max |F|: 4.29 eV Å⁻¹
Orbital gap (alpha / beta): 9.356 / 9.356 eV

[6]
The following is a quantum chemistry calculation of CH4BrClOSi in the gas phase at a distorted geometry, from OMol25.

Cartesian coordinates (Å):
C1 1.058 -0.386 0.709
O1 -1.248 0.965 -1.369
Cl1 1.359 -2.077 -0.140
H1 1.271 -0.469 1.850
Si1 -0.829 0.294 0.052
Br1 2.456 0.722 0.093
H2 -1.393 0.442 -2.155
H3 -1.215 1.449 0.893
H4 -1.461 -0.939 0.065

Calculated values
Electronic energy: -93591.7739 eV
SMILES: O[SiH2][C@@H](Cl)Br
Charge: 0
Relative energy (zero: lowest compared OMol25 entry of this formula, charge and spin): 27.0 kJ/mol
Max |F|: 2.41 eV Å⁻¹
Orbital gap: 10.307 eV

[7]
The following is a quantum chemistry calculation of a molecular structure, FeH14O11P at a distorted geometry, from OMol25.

Cartesian coordinates (Å):
O1 -17.822 1.200 -4.291
H1 -20.717 0.146 -5.302
H2 -19.530 -2.293 -3.058
H3 -20.525 -3.254 -2.380
O2 -18.235 -2.676 -6.124
O3 -20.504 -2.445 -2.899
O4 -17.270 -0.006 -6.976
H4 -18.592 1.547 -3.820
H5 -18.414 -3.097 -6.970
H6 -18.557 -0.365 -2.247
O5 -16.413 -3.739 -3.255
O6 -14.907 -2.348 -6.825
O7 -15.649 -1.704 -2.042
H7 -15.269 -1.989 -5.937
H8 -15.506 -2.016 -7.497
H9 -18.004 -3.396 -5.498
O8 -18.944 0.328 -1.651
H10 -17.261 1.958 -4.477
H11 -20.388 -1.347 -5.474
H12 -16.448 0.499 -6.949
Fe1 -17.840 -0.866 -5.032
O9 -15.997 -1.469 -4.567
O10 -17.953 -1.676 -3.239
H13 -17.161 -0.635 -7.697
P1 -16.455 -2.223 -3.204
O11 -20.003 -0.494 -5.231
H14 -18.916 -0.086 -0.786

Calculated values
Expectation value of S²: 6.007
Electronic energy: -66431.4642 eV
Charge: -1
Relative energy (zero: lowest compared OMol25 entry of this formula, charge and spin): 35.4 kJ/mol
2S+1: 5
Max |F|: 3.11 eV Å⁻¹
Orbital gap (alpha / beta): 4.972 / 4.968 eV

[8]
The following is a quantum chemistry calculation of 3 unconnected molecules or ions with the total composition C21H41NO11PS2 at a distorted geometry, from OMol25.

Cartesian coordinates (Å):
O1 6.020 1.885 -6.187
H1 -6.947 -2.290 2.885
C1 -4.813 2.048 1.095
H2 1.051 -1.672 -1.844
H3 9.473 -3.308 0.517
H4 3.375 -0.144 -6.975
H5 -8.325 -1.313 2.320
O2 5.787 -0.622 -5.063
H6 -0.418 -2.178 0.873
P1 5.058 0.789 -5.177
H7 -1.707 1.152 -0.044
H8 -2.573 2.653 1.627
C2 2.013 -0.356 1.223
H9 2.606 0.569 1.686
O3 -6.720 1.738 4.231
H10 6.626 2.329 -5.495
O4 4.910 1.620 -3.625
H11 1.995 -2.556 -0.412
H12 2.824 1.492 -6.107
H13 1.298 0.432 -0.805
O5 6.530 -2.195 1.030
H14 -9.099 -2.010 4.523
C3 -2.661 5.051 0.133
C4 -2.219 -0.740 1.192
S1 3.440 -1.983 -2.461
H15 -3.153 5.685 1.010
H16 -2.891 -1.661 0.861
C5 7.694 -3.223 -0.710
H17 -0.558 -0.747 -0.375
H18 -5.978 3.825 0.025
H19 5.656 -3.672 -0.105
H20 2.580 -1.313 1.589
C6 -3.264 1.689 1.559
O6 -6.744 -0.239 3.081
C7 -4.937 3.599 0.553
C8 8.407 -3.537 0.581
C9 7.716 -2.627 1.551
O7 2.026 0.566 -3.515
C10 6.323 -2.814 -0.239
H21 -2.275 5.803 -0.710
N1 2.913 -2.000 -4.126
H22 -5.279 1.255 0.365
C11 0.450 -0.244 1.725
C12 2.061 -1.679 -1.208
H23 5.852 -2.102 -0.923
S2 2.292 -0.454 -4.647
H24 8.185 -2.376 -1.204
C13 -0.632 -1.026 0.773
C14 3.320 0.418 -5.949
H25 8.251 -4.574 0.891
H26 0.399 -0.770 2.793
C15 -8.290 -0.001 4.836
H27 4.085 2.190 -3.604
H28 -2.230 -0.655 2.380
C16 -3.752 3.994 -0.542
H29 -8.162 0.164 5.908
C17 -2.674 0.639 0.430
H30 -9.240 0.416 4.490
H31 -3.181 3.026 -0.922
O8 4.696 -1.061 -2.207
O9 8.125 -2.337 2.663
C18 -7.170 0.618 4.056
H32 7.675 -4.060 -1.414
H33 -3.450 0.361 -0.413
H34 -1.695 4.491 0.550
C19 -8.155 -1.460 4.481
C20 2.190 -0.251 -0.404
C21 -7.560 -1.409 3.098
O10 3.961 -3.442 -2.159
H35 -7.451 -1.942 5.170
H36 -5.460 1.988 2.092
H37 3.176 0.346 -0.616
O11 0.883 -0.751 -5.295
H38 -3.275 1.239 2.660
H39 -4.848 4.291 1.514
H40 -4.228 4.561 -1.456
H41 0.093 0.874 1.917

Calculated values
Electronic energy: -77408.0537 eV
Charge: -1
Relative energy (zero: lowest compared OMol25 entry of this formula, charge and spin): 776.5 kJ/mol
Max |F|: 6.86 eV Å⁻¹
Orbital gap: 7.890 eV

[9]
The following is a quantum chemistry calculation of 15 unconnected molecules or ions with the total composition C3H33O16S2 at a distorted geometry, from OMol25.

Cartesian coordinates (Å):
C1 -0.442 1.229 -0.658
H1 2.954 0.583 -1.451
O1 -4.617 -0.208 0.354
O2 3.815 -0.163 1.506
H2 -0.342 0.580 1.993
H3 -0.067 -0.184 -4.539
O3 -0.120 -2.062 2.662
H4 1.359 2.855 -1.130
H5 3.085 2.868 0.936
S1 -0.302 -2.817 -1.792
H6 0.349 2.612 3.246
H7 -1.605 -0.098 1.264
H8 0.942 -3.822 0.562
O4 0.671 2.598 -4.130
H9 2.900 -1.979 1.897
O5 -0.868 1.215 0.518
O6 -3.176 1.225 -2.093
H10 -2.389 0.215 3.533
H11 1.035 -0.450 -0.678
H12 -2.444 1.821 -1.800
C2 0.099 -0.175 -1.193
H13 -1.649 -1.359 -0.320
O7 -0.869 0.349 -4.298
O8 -0.267 2.214 -1.396
O9 -2.124 0.625 4.423
S2 -0.146 -3.885 -0.236
H14 -0.595 1.196 -4.626
H15 -1.170 0.468 4.325
H16 -1.706 -0.581 -1.897
O10 2.277 2.870 -1.455
C3 -0.968 -1.226 -1.204
O11 -0.143 0.585 2.998
H17 3.314 0.590 1.840
H18 1.965 3.005 2.089
H19 -0.358 -2.115 3.604
H20 3.456 -0.857 -1.281
O12 2.322 -2.642 1.724
H21 -4.358 0.409 -0.441
H22 3.628 -0.025 0.550
H23 -4.662 0.361 1.115
H24 0.379 3.360 -3.581
H25 -3.192 0.989 -3.029
H26 1.387 -2.153 1.948
H27 0.277 0.045 -2.296
O13 -2.234 -0.693 1.828
H28 -0.771 -1.545 2.127
H29 0.255 2.007 -3.432
H30 -2.983 -0.880 1.223
O14 2.950 2.752 1.921
H31 2.353 3.385 -2.231
O15 0.318 3.116 2.330
H32 -0.072 2.580 1.677
O16 3.730 0.045 -1.091
H33 0.454 -0.218 3.173

Calculated values
Expectation value of S²: 0.756
Electronic energy: -58073.1357 eV
Charge: 0
Relative energy (zero: lowest compared OMol25 entry of this formula, charge and spin): 136.9 kJ/mol
2S+1: 2
Max |F|: 6.71 eV Å⁻¹
Orbital gap (alpha / beta): 8.476 / 3.856 eV

[10]
The following is a quantum chemistry calculation of a molecular structure, C27H25BF6FeO2S at a distorted geometry, from OMol25.

Cartesian coordinates (Å):
F1 3.080 3.536 -0.570
C1 1.249 -0.620 3.712
S1 -2.560 1.335 -2.511
C2 3.597 -0.625 -3.592
C3 -3.108 -1.788 3.940
C4 1.062 0.626 2.991
O1 -2.544 -1.845 2.571
H1 -0.888 1.650 1.417
F2 2.912 4.573 -2.512
H2 -2.085 -0.371 5.317
C5 -1.157 0.264 -2.457
C6 2.270 0.895 2.232
H3 -2.629 -2.599 4.505
H4 -5.410 0.818 -1.538
H5 2.461 1.786 1.640
C7 -2.972 -1.210 -2.490
C8 1.583 -2.560 0.738
H6 -0.505 -2.826 1.604
H7 -2.204 -0.736 -0.090
C9 -3.648 0.004 -2.428
B1 -1.940 -0.651 2.396
O2 -2.041 0.294 3.352
C10 -1.565 -1.061 -2.547
C11 3.207 -0.180 2.499
C12 1.846 2.446 -2.274
C13 2.505 0.331 -3.176
H8 -0.261 2.842 -2.161
C14 -0.075 -0.902 0.507
C15 1.152 -0.423 -0.094
C16 0.164 0.784 -2.757
C17 2.242 3.755 -1.640
C18 -1.369 1.283 0.493
H9 0.548 -1.047 4.426
C19 2.141 -1.473 -0.028
H10 -0.859 -1.887 -2.630
H11 4.237 -0.225 2.144
C20 -2.773 -0.377 4.461
C21 -1.366 -0.204 0.376
H12 -4.182 -1.988 3.848
F3 4.637 -0.610 -2.696
H13 -0.816 1.731 -0.347
H14 2.067 -3.507 0.936
C22 -5.115 0.202 -2.395
H15 -3.651 0.247 4.661
F4 3.143 -1.915 -3.649
F5 1.169 4.455 -1.165
C23 2.862 1.584 -2.688
C24 0.226 -2.200 1.101
H16 -5.458 0.697 -3.312
H17 1.219 0.525 -0.614
H18 0.212 1.289 3.096
C25 2.578 -1.116 3.410
H19 -5.595 -0.777 -2.321
Fe1 1.505 -0.867 1.771
C26 0.508 2.106 -2.392
H20 -3.491 -2.170 -2.532
H21 3.047 -1.985 3.864
F6 4.123 -0.327 -4.820
H22 3.103 -1.436 -0.529
H23 -2.399 1.664 0.497
H24 3.902 1.879 -2.626
C27 1.180 -0.064 -3.253
H25 0.929 -1.031 -3.677

Calculated values
Expectation value of S²: 6.084
Electronic energy: -94698.5059 eV
Charge: 0
Relative energy (zero: lowest compared OMol25 entry of this formula, charge and spin): 142.0 kJ/mol
2S+1: 5
Max |F|: 6.13 eV Å⁻¹
Orbital gap (alpha / beta): 5.529 / 4.965 eV

[11]
The following is a quantum chemistry calculation of C3H6Cl2F2N2 in the gas phase at a distorted geometry, from OMol25.

Cartesian coordinates (Å):
H1 -0.717 1.164 -1.901
N1 -0.262 1.719 -1.222
Cl1 2.363 0.951 -1.741
N2 -1.190 -1.708 1.576
C1 0.832 0.998 -0.632
C2 0.482 -0.484 -0.309
H2 -1.663 -2.385 0.999
C3 -0.845 -0.475 1.003
H3 0.057 2.697 -1.446
Cl2 1.476 1.972 0.703
F1 1.585 -1.123 0.201
H4 -0.296 0.120 1.681
H5 -1.603 0.039 0.378
F2 0.082 -1.238 -1.330
H6 -0.302 -2.248 2.040

Calculated values
Electronic energy: -36667.2963 eV
SMILES: NCC(F)(F)C(N)(Cl)Cl
Charge: 0
Relative energy (zero: lowest compared OMol25 entry of this formula, charge and spin): 0.0 kJ/mol
Max |F|: 4.36 eV Å⁻¹
Orbital gap: 9.893 eV

[12]
The following is a quantum chemistry calculation of 3 unconnected molecules or ions with the total composition C2H11N3O2 at a distorted geometry, from OMol25.

Cartesian coordinates (Å):
O1 -1.619 4.477 2.665
H1 -2.557 -2.586 1.142
C1 -0.379 -0.875 0.521
H2 -0.806 4.271 2.223
O2 5.492 -0.513 -4.398
H3 0.969 -0.695 1.861
N1 0.196 -1.291 1.565
N2 0.175 0.187 -0.239
H4 -0.842 -2.605 -0.408
H5 -1.415 4.313 3.546
H6 -3.288 -1.993 -0.452
H7 6.126 0.098 -3.827
H8 -2.859 -0.793 0.895
C2 -2.716 -1.749 0.386
H9 0.366 1.056 0.307
H10 -0.265 0.252 -1.137
H11 4.726 0.121 -4.439
N3 -1.304 -1.675 -0.212

Calculated values
Electronic energy: -10816.3069 eV
SMILES: [H]/N=C(\N)NC.O.O
Charge: 0
Relative energy (zero: lowest compared OMol25 entry of this formula, charge and spin): 199.5 kJ/mol
Max |F|: 4.86 eV Å⁻¹
Orbital gap: 9.641 eV